(1)
Molecular formula: C35H75BF4KN5O20
Method: DFT, ωB97M-V with the def2-TZVPD basis set

Results
* HOMO energy: -8.8379 eV
* LUMO energy: -1.008 eV
* multiplicity: 1
* DFT total energy: -113788.661 eV
* gap between HOMO and LUMO: 7.829 eV

Each line ends with the Löwdin charge.
Atoms and positions in Å:
K1 3.21949 -3.17555 -0.33592  0.93
B1 0.80197 -0.97773 -0.12246  -1.40
F1 1.83167 -0.86133 -1.04497  0.09
F2 0.45294 0.29694 0.35390  0.11
F3 -0.35157 -1.37370 -0.78086  0.14
F4 1.17214 -1.77555 0.95887  0.07
C1 4.33674 2.35824 -7.53648  -0.07
C2 3.98652 0.96752 -8.06539  -0.17
O1 3.60390 0.16719 -6.90764  -0.02
C3 2.37404 0.13939 -6.28445  -0.50
O2 1.34560 0.77835 -6.57870  0.07
O3 2.53299 -0.76629 -5.29484  0.00
C4 1.35557 -1.01243 -4.54366  -0.03
H1 4.62404 2.95958 -8.39901  0.08
H2 5.15242 2.47410 -6.82281  0.06
H3 3.39989 2.81946 -7.22395  0.08
H4 4.85956 0.41853 -8.41824  0.12
H5 3.18382 1.06486 -8.79636  0.13
H6 0.63979 -0.23760 -4.26906  0.08
H7 1.53953 -1.58309 -3.63339  0.09
H8 0.78191 -1.65382 -5.21271  0.09
C5 -4.27617 -1.04004 -2.09776  -0.05
C6 -3.07309 -1.58460 -2.88043  -0.20
O4 -3.23162 -0.83548 -4.08609  0.00
C7 -2.34622 -1.07889 -5.09066  -0.56
O5 -1.52583 -2.01275 -5.19121  0.07
O6 -2.47504 -0.14519 -5.99095  0.00
C8 -1.64689 -0.13073 -7.15253  -0.03
H9 -4.41849 -1.51604 -1.12758  0.06
H10 -5.19153 -1.25336 -2.64975  0.08
H11 -4.13295 0.02647 -1.92415  0.08
H12 -3.04397 -2.65153 -3.10157  0.12
H13 -2.15272 -1.32551 -2.35708  0.10
H14 -1.45376 0.90361 -7.43703  0.10
H15 -1.99752 -0.75638 -7.97333  0.11
H16 -0.63108 -0.34546 -6.82067  0.06
C9 -1.74710 -4.77817 0.08032  -0.07
C10 -3.09485 -4.44905 0.57540  -0.22
O7 -3.99621 -5.47934 0.25648  0.05
C11 -4.50125 -5.61329 -0.97690  -0.58
O8 -4.53048 -4.79840 -1.87769  0.11
O9 -5.12205 -6.78569 -1.04115  0.00
C12 -5.99693 -7.09986 -2.12477  -0.04
H17 -1.25965 -5.70921 0.36954  0.08
H18 -1.05560 -3.96663 0.30688  0.07
H19 -1.64998 -4.76906 -1.00531  0.08
H20 -3.44346 -3.54845 0.06993  0.11
H21 -3.04217 -4.31535 1.65588  0.12
H22 -6.12057 -8.17718 -2.23516  0.09
H23 -5.60082 -6.66639 -3.04309  0.09
H24 -6.98725 -6.65711 -2.01833  0.10
C13 -3.80029 -1.45094 7.27936  -0.04
C14 -3.97722 -2.07537 5.84440  -0.21
O10 -3.34938 -1.21572 4.91990  0.00
C15 -3.35296 -1.50867 3.58092  -0.54
O11 -3.94195 -2.44547 3.07494  0.12
O12 -2.73654 -0.50672 2.95642  0.01
C16 -2.15541 -0.71422 1.68781  -0.03
H25 -4.26650 -0.46657 7.32134  0.07
H26 -2.75265 -1.40828 7.57722  0.05
H27 -4.39179 -2.03235 7.98661  0.07
H28 -5.02919 -2.04890 5.56023  0.12
H29 -3.62849 -3.10779 5.86831  0.12
H30 -1.21101 -1.21177 1.90840  0.08
H31 -1.88145 0.19785 1.15757  0.07
H32 -2.77510 -1.25207 0.97031  0.09
C17 1.20589 2.59504 8.49140  -0.08
C18 1.92088 2.96271 7.23922  -0.24
O13 1.59184 2.34072 5.98939  -0.01
C19 0.46864 2.78250 5.33088  -0.53
O14 -0.54730 3.13332 5.89093  0.13
O15 0.46969 2.29175 4.07139  -0.02
C20 -0.61761 2.58203 3.22911  -0.05
H33 0.18545 2.97787 8.47585  0.07
H34 1.59742 3.02968 9.41113  0.08
H35 1.15200 1.50778 8.54667  0.08
H36 2.94091 2.60097 7.36880  0.12
H37 1.89045 4.04578 7.12038  0.13
H38 -1.61227 2.44537 3.65345  0.11
H39 -0.64043 1.97214 2.32599  0.07
H40 -0.47448 3.61626 2.91611  0.09
C21 -0.41240 -3.08982 5.63381  -0.34
O16 -0.95038 -3.33300 6.69808  0.00
N1 -0.00466 -1.83427 5.23702  -0.14
C22 0.74485 -1.45123 4.00800  -0.03
C23 -0.19776 -0.80523 6.29770  -0.03
H41 -0.31846 -3.80637 4.80319  0.13
H42 1.82251 -1.42578 4.16952  0.08
H43 0.53626 -0.42560 3.70360  0.08
H44 0.31047 -1.95596 3.14506  0.07
H45 -0.94952 -0.12892 5.89081  0.09
H46 -0.54725 -1.04248 7.30251  0.08
H47 0.77306 -0.32949 6.43659  0.08
C24 4.70975 -0.43588 -2.76710  -0.32
O17 4.94825 -1.45400 -2.13384  -0.06
N2 5.54415 0.18329 -3.63889  -0.14
C25 5.30702 1.53261 -4.13732  -0.05
C26 6.98384 -0.18689 -3.79214  -0.03
H48 3.71129 0.00859 -2.63404  0.14
H49 4.40187 1.62699 -4.73723  0.06
H50 5.97305 1.81615 -4.95224  0.08
H51 5.30581 2.23999 -3.30804  0.10
H52 7.20822 -1.05352 -3.17030  0.08
H53 7.28141 -0.40744 -4.81728  0.09
H54 7.61240 0.64771 -3.48156  0.09
C27 0.38715 2.16162 -1.95818  -0.34
O18 1.17372 2.76298 -1.21999  -0.01
N3 0.30843 2.33164 -3.27522  -0.15
C28 -0.88817 1.87882 -4.00302  -0.04
C29 1.15770 3.20129 -4.11348  -0.02
H55 -0.42668 1.58408 -1.49308  0.13
H56 -1.54630 2.70640 -4.26776  0.10
H57 -1.35423 1.06176 -3.45230  0.09
H58 -0.51777 1.47732 -4.94626  0.06
H59 0.54955 3.83111 -4.76277  0.09
H60 1.92136 3.72184 -3.53559  0.09
H61 1.78526 2.64382 -4.80882  0.06
C30 3.01564 1.96552 1.60151  -0.31
O19 2.85602 3.14374 1.95884  -0.01
N4 3.56792 0.97989 2.36532  -0.14
C31 3.77227 -0.37889 1.85882  -0.05
C32 3.98281 1.28314 3.78096  -0.03
H62 2.91556 1.73670 0.52920  0.12
H63 2.88378 -0.91298 2.19565  0.06
H64 4.76623 -0.72854 2.13787  0.10
H65 3.61877 -0.50125 0.78664  0.06
H66 3.59221 0.61473 4.54826  0.07
H67 5.06341 1.25408 3.92081  0.08
H68 3.67187 2.26730 4.13145  0.08
C33 -3.21277 4.82075 1.93650  -0.35
O20 -4.21801 4.31960 2.36779  0.02
N5 -2.33906 4.24199 1.05024  -0.16
C34 -2.54480 2.91487 0.48181  -0.05
C35 -1.21246 5.05883 0.47424  -0.04
H69 -3.01941 5.84100 2.30246  0.13
H70 -3.48183 2.56817 0.91755  0.09
H71 -1.79393 2.14119 0.64211  0.05
H72 -2.81546 3.00429 -0.57025  0.09
H73 -1.30566 5.13414 -0.60916  0.08
H74 -1.29315 6.12868 0.66654  0.08
H75 -0.19254 4.74596 0.69786  0.08


(2)
Molecular formula: C3H8OS
Method: DFT, ωB97M-V with the def2-TZVPD basis set

Results
* HOMO energy: -6.8450 eV
* energy above the lowest of the compared OMol25 structures with the same formula, charge and spin: 883.62 kJ/mol
* LUMO energy: -3.743 eV
* multiplicity: 1
* DFT total energy: -16114.079 eV
* gap between HOMO and LUMO: 3.102 eV

Each line ends with the Löwdin charge.
Atoms and positions in Å:
C1 1.79028 -0.11843 0.37271  -0.22
O1 3.21456 -0.55581 -0.30215  -0.17
C2 1.95467 1.32431 0.29851  0.07
C3 -2.32182 -1.06594 -0.87692  -0.48
S1 -2.35540 0.19239 0.25725  0.60
H1 2.20223 -0.66170 1.32330  0.15
H2 1.00640 -0.68889 -0.18880  0.10
H3 3.52263 0.35544 -0.54103  0.04
H4 1.64480 1.90843 1.24493  0.09
H5 2.10840 1.77080 -0.73348  0.09
H6 -2.14224 -0.44147 -1.72589  -0.06
H7 -1.40672 -1.59021 -0.63321  -0.06
H8 -3.50441 -0.12369 0.78958  -0.17


(3)
Molecular formula: C3H11N2S
Method: DFT, ωB97M-V with the def2-TZVPD basis set

Results
* HOMO energy (spin up / spin down): -13.7372 / -13.4455 eV
* energy above the lowest of the compared OMol25 structures with the same formula, charge and spin: 518.50 kJ/mol
* total charge: +1
* LUMO energy (spin up / spin down): -7.255 / -7.039 eV
* multiplicity: 1
* DFT total energy: -17093.639 eV
* gap between HOMO and LUMO (spin up / spin down): 6.482 / 6.406 eV

Each line ends with the Löwdin charge.
Atoms and positions in Å:
C1 0.23307 -1.60734 2.61890  -0.03
C2 -0.71429 -1.19002 -1.03602  -0.10
C3 -0.10853 -1.94411 1.22169  -0.12
N1 -0.39109 -1.10698 0.30795  -0.01
N2 -0.96961 2.22873 -2.41728  0.07
S1 -0.50944 1.59958 0.82353  0.70
H1 0.31051 -0.46006 2.65484  0.09
H2 -0.31874 -1.99466 3.46622  0.11
H3 1.14329 -2.07835 2.67724  0.06
H4 0.28542 -0.96704 -1.56708  0.15
H5 -1.17227 -2.05599 -1.36922  0.09
H6 -1.38775 -0.41288 -1.24015  0.05
H7 -0.09084 -3.02844 1.17966  0.16
H8 -0.58152 3.09652 -2.79012  0.05
H9 -1.98790 2.13251 -2.35838  0.04
H10 -0.63585 1.40842 -2.73500  -0.05
H11 0.51630 1.78873 0.03854  -0.25


(4)
Molecular formula: C3H9IN
Method: DFT, ωB97M-V with the def2-TZVPD basis set

Results
* HOMO energy (spin up / spin down): -11.8802 / -13.6220 eV
* energy above the lowest of the compared OMol25 structures with the same formula, charge and spin: 0.00 kJ/mol
* total charge: +1
* LUMO energy (spin up / spin down): -3.890 / -6.197 eV
* multiplicity: 3
* DFT total energy: -12835.750 eV
* gap between HOMO and LUMO (spin up / spin down): 7.990 / 7.425 eV

Each line ends with the Löwdin charge.
Atoms and positions in Å:
C1 -0.60798 1.83302 -1.19881  0.08
C2 1.36213 -0.18461 0.68677  -0.64
C3 0.26540 -0.42841 -0.12701  -0.24
N1 -0.99717 -1.10228 0.45425  0.18
I1 2.20417 -2.00715 1.52127  0.86
H1 -1.26837 1.76256 -0.35979  -0.01
H2 0.16574 2.54576 -1.06653  0.01
H3 -1.07108 1.55024 -2.11732  0.01
H4 2.17622 0.03776 0.03641  0.04
H5 1.29515 0.64156 1.47648  0.11
H6 0.45630 -0.73851 -1.06252  0.09
H7 -1.78916 -1.05298 -0.21177  0.17
H8 -1.52233 -0.76908 1.35361  0.22
H9 -0.66903 -2.08789 0.61497  0.13


(5)
Molecular formula: CH2BrCl
Method: DFT, ωB97M-V with the def2-TZVPD basis set

Results
* HOMO energy: -10.5805 eV
* energy above the lowest of the compared OMol25 structures with the same formula, charge and spin: 56.90 kJ/mol
* LUMO energy: 0.343 eV
* multiplicity: 1
* DFT total energy: -83633.444 eV
* gap between HOMO and LUMO: 10.924 eV
* SMILES string: ClCBr

Each line ends with the Löwdin charge.
Atoms and positions in Å:
Cl1 0.66510 -0.30922 1.51729  0.45
C1 0.08160 -0.08497 -0.13297  -1.04
Br1 -1.52798 1.12112 -0.30304  0.48
H1 -0.36736 -1.08865 -0.55749  0.04
H2 1.14864 0.36173 -0.52380  0.07


(6)
Molecular formula: C28H25N4S
Method: DFT, ωB97M-V with the def2-TZVPD basis set

Results
* HOMO energy: -9.9535 eV
* total charge: +1
* LUMO energy: -2.897 eV
* multiplicity: 1
* DFT total energy: -46227.889 eV
* gap between HOMO and LUMO: 7.057 eV

Each line ends with the Löwdin charge.
Atoms and positions in Å:
C1 5.66874 -0.56099 0.04179  -0.01
N1 4.26152 -0.92621 0.15051  -0.11
C2 3.18303 -0.09679 -0.16421  -0.04
C3 1.99758 -0.73525 0.04840  -0.04
C4 0.56519 -0.06677 -0.16738  -0.13
C5 -0.45961 -1.24912 -0.28818  -0.10
C6 -0.39844 -2.55925 -0.83072  0.01
N2 -1.62177 -3.21098 -0.60048  -0.09
C7 -1.94244 -4.58567 -1.00185  0.00
C8 -2.45037 -2.36865 0.15797  -0.16
C9 -1.71309 -1.15087 0.38634  -0.18
C10 -2.24628 -0.27322 1.31894  -0.10
C11 -3.54372 -0.49305 1.84039  -0.09
C12 -4.28347 -1.64218 1.51282  -0.08
C13 -3.71428 -2.61530 0.67393  -0.01
C14 2.35567 -2.07177 0.65084  -0.09
C15 3.79257 -2.14761 0.61403  -0.16
C16 4.53159 -3.27225 1.02010  -0.01
C17 3.84347 -4.39381 1.48906  -0.09
C18 2.45727 -4.35247 1.57968  -0.08
C19 1.72898 -3.19240 1.22055  -0.04
H1 6.29356 -1.40854 0.36039  0.08
H2 5.91237 -0.29814 -0.99883  0.10
H3 5.87877 0.30643 0.68590  0.10
H4 3.42569 0.83004 -0.62943  0.10
H5 0.19739 0.68696 0.72622  0.17
H6 0.42751 -3.11023 -1.27752  0.14
H7 -2.99362 -4.77822 -0.75239  0.08
H8 -1.79356 -4.70521 -2.08735  0.10
H9 -1.29165 -5.29790 -0.46885  0.10
H10 -1.68143 0.59022 1.68424  0.10
H11 -4.02018 0.25326 2.49889  0.11
H12 -5.28587 -1.80725 1.89730  0.10
H13 -4.25322 -3.53260 0.37963  0.11
H14 5.62476 -3.28816 0.99128  0.10
H15 4.38386 -5.27714 1.79630  0.10
H16 1.93511 -5.23616 1.95392  0.10
H17 0.65221 -3.21080 1.40691  0.11
C20 -2.89564 6.39614 -1.28028  -0.05
C21 -1.65370 5.74786 -1.09019  0.01
C22 -1.63199 4.33060 -1.02051  -0.19
C23 -2.78059 3.59251 -1.15972  -0.39
C24 -4.00359 4.22698 -1.34961  -0.05
C25 -4.05238 5.62850 -1.40211  -0.06
S1 -2.42177 1.82917 -1.02062  1.21
C26 -0.79728 2.07196 -0.76467  -0.46
N3 0.41193 1.27060 -0.62361  -0.04
C27 1.44714 2.31805 -0.28901  -0.09
C28 0.84324 3.71470 -0.49631  -0.06
N4 -0.55262 3.39794 -0.78898  -0.06
H18 -2.94663 7.48968 -1.33109  0.12
H19 -0.74747 6.37271 -1.00773  0.12
H20 -4.91283 3.63950 -1.44831  0.12
H21 -4.99540 6.13691 -1.53660  0.11
H22 1.83670 2.24100 0.72042  0.14
H23 2.27803 2.22169 -0.94878  0.10
H24 0.85933 4.39289 0.42668  0.16
H25 1.29172 4.22865 -1.40815  0.16


One value per record, in order, for F_max: 0.073; 0.102; 0.080; 0.084; 0.071; 0.184 hartree/bohr.